Entry 1:
Computed, not measured: C29H63Ca2N2O7 as an isolated structure, with ωB97M-V/def2-TZVPD.

Properties
Frontier orbital gap (spin up / spin down): 5.99 / 3.51 eV
HOMO energy (spin up / spin down): -17.71 / -17.70 eV
DFT total energy: -3132.79357 Ha
Strongest force on any atom: 4.0 eV Å⁻¹

Structure (ORCA input):
```
! RIJCOSX wB97M-V def2-TZVPD def2/J DEFGRID3
* xyz 4 2
Ca 3.3207 5.8838 -28.3382
Ca 7.0766 2.5052 -27.0690
O 4.5390 4.8726 -24.3215
C 4.8983 4.4141 -25.4833
O 5.6897 3.4591 -25.4684
O 4.4341 4.8482 -26.5350
H 5.1008 4.2475 -23.8576
C 7.8180 6.8812 -21.5754
C 7.9175 6.1868 -20.2113
C 6.6551 5.2844 -20.2703
O 6.5336 4.8868 -21.6303
C 6.9921 5.9486 -22.4744
H 8.8210 7.1543 -21.9032
H 7.2928 7.8315 -21.4798
H 7.8313 6.7743 -19.2972
H 8.8115 5.5665 -20.1477
H 5.7436 5.8031 -19.9733
H 6.7575 4.3397 -19.7363
H 6.0585 6.4113 -22.7943
H 7.5674 5.6162 -23.3384
C 1.8674 1.3977 -22.6973
C 3.3052 1.8446 -22.8718
C 4.0979 0.7899 -22.0957
O 3.2839 0.6543 -20.9454
C 1.8880 0.8297 -21.2831
H 1.5893 0.6662 -23.4560
H 1.2046 2.2612 -22.7539
H 3.4803 2.7688 -22.3212
H 3.6147 1.9257 -23.9138
H 5.0976 1.1641 -21.8748
H 4.0884 -0.1586 -22.6326
H 1.5024 1.5657 -20.5776
H 1.3688 -0.1260 -21.2115
C 0.5247 4.4760 -24.8441
C 1.1020 3.4219 -25.7855
C 1.1075 4.2259 -27.0873
O 1.4780 5.5359 -26.6710
C 1.1999 5.7322 -25.3099
H 0.6274 4.3577 -23.7655
H -0.5498 4.5371 -25.0166
H 0.4356 2.5735 -25.9409
H 2.0921 3.0983 -25.4644
H 0.1109 4.2653 -27.5269
H 1.7817 3.8550 -27.8593
H 0.5168 6.5706 -25.1736
H 2.1177 5.8927 -24.7443
C 2.3459 4.5613 -20.4302
C 2.2728 5.6753 -19.3652
C 1.6311 6.8115 -20.1518
O 1.9576 6.5745 -21.5083
C 2.7705 5.4155 -21.6127
H 1.3560 4.1364 -20.5964
H 2.9711 3.7118 -20.1555
H 3.2752 6.0370 -19.1365
H 1.7176 5.4880 -18.4460
H 1.9893 7.8072 -19.8905
H 0.5473 6.7666 -20.0453
H 3.8223 5.6940 -21.5467
H 2.6650 4.9452 -22.5903
C 9.1229 2.4036 -23.7220
C 9.2927 1.2624 -24.8136
N 8.1317 0.8865 -25.5557
C 8.3909 -0.1702 -26.5905
C 8.7895 -1.5606 -25.9793
C 6.9780 0.5033 -24.7045
C 5.7477 -0.0026 -25.4692
H 10.0461 2.9823 -23.7519
H 9.0240 1.9232 -22.7485
H 8.2971 3.0757 -23.9555
H 10.0517 1.6681 -25.4824
H 9.6759 0.3514 -24.3539
H 9.1625 0.1470 -27.2920
H 7.5780 -0.3546 -27.2929
H 9.7182 -1.4606 -25.4175
H 8.9298 -2.3036 -26.7644
H 8.0399 -1.9057 -25.2672
H 7.3593 -0.3268 -24.1097
H 6.8128 1.3852 -24.0856
H 4.8670 0.0729 -24.8313
H 5.5993 0.5785 -26.3794
H 5.8335 -1.0754 -25.6419
C 4.1425 8.6091 -26.4253
C 3.7053 9.1192 -27.7977
N 2.6969 8.2652 -28.4835
C 1.4011 8.6379 -27.9489
C 0.2383 7.8543 -28.4949
C 2.8272 8.4246 -29.9704
C 2.5138 9.8170 -30.5871
H 4.8809 9.2903 -26.0023
H 4.6099 7.6253 -26.4662
H 3.4040 8.5203 -25.6285
H 3.3623 10.1537 -27.7868
H 4.6189 9.1114 -28.3921
H 1.3669 8.7557 -26.8658
H 1.1612 9.6486 -28.2791
H 0.4221 6.7922 -28.3326
H -0.7149 8.1912 -28.0874
H 0.1258 7.8707 -29.5789
H 2.1327 7.7394 -30.4565
H 3.8268 8.2403 -30.3639
H 1.4485 10.0193 -30.4758
H 2.6854 9.8265 -31.6634
H 2.9393 10.6961 -30.1031
*
```



Entry 2:
Computed, not measured: C29H63F6O19P3Pb as an isolated structure, with ωB97M-V/def2-TZVPD.

Properties
Frontier orbital gap: 8.16 eV
HOMO energy: -7.52 eV
DFT total energy: -4388.75055 Ha
Strongest force on any atom: 3.0 eV Å⁻¹

Structure (ORCA input):
```
! RIJCOSX wB97M-V def2-TZVPD def2/J DEFGRID3
* xyz 0 1
Pb -0.1710 -0.2570 0.1412
C 0.0940 1.1323 3.4231
O -0.9092 1.8329 2.7332
O 0.6428 0.3291 2.4366
C 1.0927 2.0764 4.1711
F 1.5430 3.1736 3.5231
F 0.6813 2.5399 5.3579
F 2.1876 1.3051 4.4493
C -1.8714 2.6129 3.4503
C -2.9686 3.1985 2.5529
H -2.5488 3.3674 1.5564
H -3.8519 2.5664 2.4960
H -3.2291 4.2446 2.7264
H -1.4009 3.4582 3.9614
H -2.3111 2.0371 4.2702
H -0.3451 0.5063 4.2116
C -1.2501 -1.0288 -2.9160
O -2.1507 -0.6178 -1.8554
O -0.0497 -1.1820 -2.2847
C -1.8340 -2.2911 -3.6795
F -0.9388 -2.9094 -4.4527
F -2.3079 -3.2325 -2.8505
F -2.8948 -1.8687 -4.4173
C -3.2679 0.1666 -2.2560
C -3.9891 0.6434 -1.0390
H -3.5124 1.4398 -0.4638
H -4.8969 1.1438 -1.3954
H -4.3369 -0.1450 -0.3702
H -3.9524 -0.4951 -2.7927
H -3.0894 1.0695 -2.8498
H -1.2447 -0.1546 -3.5801
C 1.3151 2.9625 -4.8340
C 0.1284 2.6217 -3.9537
O 0.2131 3.6262 -2.9300
P -0.3091 3.3316 -1.4426
O 0.0578 2.0101 -0.8993
O -1.8853 3.5619 -1.5002
C -2.4102 4.8740 -1.8468
C -3.4222 5.3351 -0.7768
O 0.1032 4.6756 -0.6365
C 1.4404 5.0919 -0.4937
C 2.0815 4.5895 0.8060
H 2.2831 2.8069 -4.3579
H 1.3705 2.3434 -5.7333
H 1.2449 3.9965 -5.1713
H -0.8005 2.6820 -4.5222
H 0.2280 1.6288 -3.5089
H -1.7150 5.6621 -2.1244
H -2.9795 4.5668 -2.7252
H -3.5022 6.4212 -0.7173
H -4.3704 4.8976 -1.0797
H -3.0921 5.0738 0.2254
H 2.0092 4.6507 -1.3189
H 1.5226 6.1741 -0.5879
H 1.4412 4.8099 1.6687
H 2.1852 3.5091 0.9165
H 2.9713 5.0880 1.1949
C -4.6400 -0.3399 2.9806
C -3.4264 -0.7448 3.8793
O -3.0402 -2.1063 3.7545
P -2.5091 -2.6230 2.3090
O -1.8772 -1.5940 1.4461
O -3.7824 -3.2731 1.6118
C -3.8504 -3.3253 0.1805
C -5.2938 -3.7275 -0.1591
O -1.6089 -3.9096 2.5762
C -1.7764 -4.8725 3.5854
C -0.3963 -5.1037 4.2185
H -5.0587 0.5486 3.4512
H -4.2957 -0.2956 1.9477
H -5.4252 -1.0940 3.0519
H -2.5149 -0.1636 3.7490
H -3.9289 -0.6898 4.8463
H -3.6939 -2.3484 -0.2812
H -2.9906 -3.9249 -0.1258
H -5.9069 -2.8415 0.0262
H -5.4190 -4.0126 -1.2031
H -5.8171 -4.4528 0.4650
H -2.5423 -4.7178 4.3485
H -2.1141 -5.8300 3.1778
H 0.0667 -4.1520 4.4847
H -0.2958 -5.8618 4.9923
H 0.2865 -5.4298 3.4270
C 6.5800 -2.2379 0.4984
C 5.9636 -0.8613 0.4407
O 4.5333 -0.9056 0.4062
P 3.6767 0.0201 -0.6169
O 2.2834 0.3011 -0.2241
O 4.5479 1.3389 -0.8073
C 4.0264 2.3344 -1.6852
C 4.9416 2.3467 -2.9234
O 3.8414 -0.5772 -2.0842
C 3.1314 -1.7139 -2.5142
C 3.9830 -2.9755 -2.5283
H 6.1696 -2.8897 1.2692
H 6.2850 -2.8213 -0.3819
H 7.6511 -2.1006 0.3564
H 6.2233 -0.3308 1.3578
H 6.3931 -0.3772 -0.4371
H 2.9702 2.2716 -1.9481
H 4.1675 3.3406 -1.2837
H 4.5498 3.0035 -3.7019
H 5.9476 2.6687 -2.6636
H 4.9134 1.3290 -3.3124
H 2.2768 -1.9034 -1.8561
H 2.5957 -1.5218 -3.4452
H 3.5865 -3.7458 -3.1920
H 5.0138 -2.8130 -2.8477
H 3.9876 -3.4398 -1.5411
C 0.5919 -4.3730 -1.5866
O 1.6885 -4.1735 -0.6807
C 1.5192 -3.4306 0.3952
O 0.4766 -2.8657 0.6731
O 2.6623 -3.2884 1.0183
C 2.6805 -2.8508 2.4147
H 0.6226 -3.5642 -2.3158
H -0.3451 -4.4084 -1.0352
H 0.7235 -5.3128 -2.1197
H 3.0639 -1.8351 2.4034
H 3.2282 -3.5661 3.0231
H 1.6718 -2.8383 2.8270
*
```